Below is a single CH3NS2 molecule, with properties calculated with ωB97M-V with the def2-TZVPD basis set.

Calculated values
DFT total energy in eV: -24243.6454
SMILES: S=CNS
ΔE to the lowest compared entry with this formula, charge and spin in eV: 2.470
Orbital gap in Eh: 0.2620
Highest occupied orbital energy in eV: -8.560

The geometry in ORCA input format:
```
! wB97M-V def2-TZVPD RIJCOSX def2/J DEFGRID3
* xyz 0 1
C 0.3966 0.1576 0.7982
N 0.4033 -0.1745 -0.4455
S 1.7292 -0.2300 1.6522
S -1.4281 -0.2551 -1.5417
H -0.5446 0.2780 1.3772
H 1.1726 -0.7260 -0.9527
H -1.7290 0.9500 -0.8877
*
```

Below is a single CH3NS3 molecule, with properties calculated with ωB97M-V with the def2-TZVPD basis set.

Calculated values
DFT total energy in eV: -35075.1715
ΔE to the lowest compared entry with this formula, charge and spin in eV: 1.101
Orbital gap (spin up / spin down) in Eh: 0.2123 / 0.2557
Highest occupied orbital energy (spin up / spin down) in eV: -6.302 / -8.918
<S²>: 2.0391

The geometry in ORCA input format:
```
! wB97M-V def2-TZVPD RIJCOSX def2/J DEFGRID3
* xyz 0 3
C 0.1283 0.4080 0.8082
N 0.3413 0.0690 -1.8053
S -0.5377 -1.0934 0.9561
S 0.5647 1.5594 1.8486
S -0.2254 -1.3353 -1.4174
H 1.2649 0.2273 -1.4389
H -0.2009 1.1424 2.9627
H -1.3351 -0.9774 -1.9141
*
```